<i>
Density functional theory data (ωB97M-V/def2-TZVPD) for a cluster of 2 separate species, CH3NO2 in total.

Structure (XYZ):
```
7
CH3NO2 | the Open Molecules 2025 dataset | ωB97M-V/def2-TZVPD
H -1.3706 0.5157 0.9410
H -0.1481 -0.5902 1.7501
N 0.5441 -0.8077 -2.0707
C -0.4232 0.3946 1.4227
H 0.2043 1.2294 1.6225
O 1.0401 0.0474 -2.7404
O 0.1534 -0.7891 -0.9252
```

Output
HOMO level (alpha / beta): -0.3970 / -0.3210 Eh

---

<ii>
Density functional theory data (ωB97M-V/def2-TZVPD) for the molecule CH3NO2.

Structure (XYZ):
```
7
CH3NO2 | the Open Molecules 2025 dataset | ωB97M-V/def2-TZVPD
N 0.1361 -0.7507 -0.0954
O -1.0905 -0.7414 0.0796
O -1.7721 -1.9703 0.3096
C 0.6124 0.5996 -0.1323
H 1.0418 0.9543 -1.0113
H -0.2368 1.1243 0.0772
H 1.3090 0.7843 0.7727
```

Output
HOMO level (alpha / beta): -0.3914 / -0.3669 Eh

---

Energies relative to the most stable structure are <i> 0.0; <ii> 25.0, reported in kcal/mol.

---

<i>
Density functional theory data (ωB97M-V/def2-TZVPD) for a cluster of 2 separate species, C3H3FO2 in total.

Structure (XYZ):
```
9
C3H3FO2 | the Open Molecules 2025 dataset | ωB97M-V/def2-TZVPD
H -1.0424 -1.3004 1.5498
C -1.1458 -1.8966 -0.5796
F 1.3665 1.9000 -1.1069
O 0.1263 0.7842 0.3027
H -0.9223 -2.0769 -1.6294
C -1.1442 -1.6960 0.6180
H -0.4956 1.0653 -0.4211
C 1.2088 1.4614 0.2583
O 2.0487 1.7589 1.0081
```

Output
SMILES string: O=C(O)F.C#C
HOMO level: -0.4004 Eh

---

<ii>
Density functional theory data (ωB97M-V/def2-TZVPD) for the molecule C3H3FO2.

Structure (XYZ):
```
9
C3H3FO2 | the Open Molecules 2025 dataset | ωB97M-V/def2-TZVPD
F -1.0521 0.9973 1.0955
H 1.2538 -0.8080 -0.8817
C -0.0371 0.9186 0.2060
O 0.2877 2.0319 -0.4944
H -1.1675 -1.2660 0.6084
C 0.5792 -0.6107 -0.0428
C -0.4224 0.9663 -1.2042
H 1.1550 -0.8248 0.8702
O -0.5965 -1.4045 -0.1571
```

Output
HOMO level: -0.3702 Eh

---

Energies relative to the most stable structure are <i> 0.0; <ii> 84.2, reported in kcal/mol.